The following is a DFT calculation (wB97M-V/def2-TZVPD) of a 9-piece molecular cluster, C5H27NO8 overall at a distorted geometry.

The geometry in XYZ format:
```
41
C5H27NO8 wB97M-V/def2-TZVPD
H 0.853 -1.036 2.940
C -0.376 -2.293 0.101
C -2.309 0.709 -1.012
O -0.150 1.912 3.375
H -0.722 -2.743 -0.873
H 2.735 -2.470 -0.993
O 2.891 -0.925 0.582
H -2.629 -0.736 0.441
H -0.712 -3.713 1.691
H -3.897 1.719 -1.499
H -0.417 0.159 -3.542
H -0.276 -0.367 1.208
O 0.613 2.356 -2.440
H -1.374 2.758 1.327
O -2.273 2.501 1.604
H 3.417 0.382 -1.262
H 3.302 1.908 -0.579
N -3.489 1.389 -0.643
H 3.078 -0.480 1.404
H -4.079 0.901 -0.026
H -0.155 2.686 2.864
C -0.485 -0.696 0.115
H 0.937 0.525 3.122
H 0.321 -0.207 -0.586
H -2.131 -2.675 1.203
H 1.526 2.373 -2.034
H -1.772 0.975 -1.864
H 2.143 -0.317 0.393
O 1.392 -0.280 2.776
O 3.056 1.304 -1.294
H 3.214 -1.293 -1.647
H 0.756 -2.522 -0.017
O 2.712 -2.045 -1.864
H -1.195 1.820 3.601
H -0.814 -2.168 2.187
C -1.119 -2.803 1.312
O 0.447 0.156 -3.954
C -1.903 -0.319 -0.227
H 0.918 -0.576 -3.483
H 0.789 1.824 -3.200
H -2.823 2.306 0.793
```

Summary:
SMILES string ... CCC/C=C/N.O.O.O.O.O.O.O.O
Energy ... -23491.07147 eV
LUMO level ... 0.23 eV
HOMO level ... -8.26 eV
Orbital gap ... 8.486 eV


The following is a DFT calculation (wB97M-V/def2-TZVPD) of C5H28B2CrO5 as an isolated structure at a distorted geometry.

The geometry in XYZ format:
```
41
C5H28B2CrO5 wB97M-V/def2-TZVPD
H 1.749 2.181 -1.490
H 1.384 -3.444 1.835
H -1.777 3.391 0.817
H -0.484 -3.036 -2.600
H -0.466 0.877 -2.540
H -1.929 -1.042 0.613
H -2.563 0.049 3.396
H 1.096 2.188 -3.133
H -0.130 -1.549 -3.482
H 2.401 1.602 0.566
O -0.777 0.121 2.332
B 2.159 0.429 0.727
H -2.581 0.965 1.888
O 0.164 0.877 -1.816
H 0.262 -2.507 2.823
H -1.623 2.665 -0.795
C -1.077 3.070 0.046
H 3.131 -0.139 1.144
H -1.861 0.670 -0.323
H 1.802 -1.769 2.244
O 1.051 -1.846 -1.826
H 2.116 0.823 -2.546
H 1.263 0.269 1.498
H 1.802 -2.425 -1.679
H -0.099 -2.702 0.370
H -0.480 3.926 -0.266
H -3.163 -0.657 -0.923
H -1.217 -0.988 -1.101
C -1.996 0.739 2.775
O -0.207 2.043 0.561
O 0.348 -1.972 0.809
H 0.380 2.392 1.240
H -0.284 -0.213 3.087
B -2.086 -0.498 -0.435
H 1.865 -0.026 -0.344
H -1.779 1.669 3.302
Cr -0.031 0.025 0.079
C 0.988 -2.445 2.010
C 1.358 1.557 -2.287
C 0.318 -2.380 -2.936
H 0.974 -2.889 -3.641
```

Summary:
2S+1 ... 4
Energy ... -45640.14697 eV
LUMO level (alpha / beta) ... -4.97 / -3.58 eV
HOMO level (alpha / beta) ... -13.32 / -13.66 eV
Net charge ... +1
Orbital gap (alpha / beta) ... 8.349 / 10.081 eV


The following is a DFT calculation (wB97M-V/def2-TZVPD) of a 9-piece molecular cluster, C5H28N2O9 overall at a distorted geometry.

The geometry in XYZ format:
```
44
C5H28N2O9 wB97M-V/def2-TZVPD
O 1.973 -0.100 -2.873
H -2.751 -1.346 3.075
O -1.943 2.016 3.371
H -0.282 -2.794 -2.048
C -0.353 1.344 -0.769
H -2.223 1.249 2.853
H -1.015 1.899 3.580
N 1.599 -2.675 0.185
C 1.925 -1.407 0.743
C 0.765 2.374 -1.010
H -0.526 -0.819 4.053
H 2.079 -0.762 -2.195
C 0.266 -0.036 -0.606
H -0.979 1.240 -1.646
H -1.588 -2.680 -0.011
H 1.504 -2.641 -0.820
H 1.044 0.507 1.175
H 1.768 1.964 -1.131
H 2.951 -1.106 0.484
H -1.098 1.458 0.024
O 0.018 -0.948 -1.424
H -1.322 -3.613 -2.463
O -1.375 0.124 -3.362
H 0.854 3.006 -0.133
H 0.215 2.365 -3.024
O 0.042 -0.061 3.928
O -1.779 -2.745 0.939
H -0.256 3.871 -2.278
H 2.125 -1.505 1.816
H -2.600 -3.227 1.058
H -1.475 -0.274 -4.229
H 1.236 -0.175 -3.474
H 0.395 -0.006 3.046
H 0.430 3.223 1.970
C 0.555 3.154 -2.349
H 1.535 3.507 -2.648
H -1.661 -1.276 1.998
N 1.093 -0.209 0.450
O -0.939 -3.358 -1.606
O 0.643 2.288 2.101
H 1.447 2.441 2.622
H 0.671 -2.932 0.504
H -0.990 -0.495 -2.694
O -1.975 -0.840 2.818
```

Summary:
SMILES string ... CCCC(=O)NCN.O.O.O.O.O.O.O.O
Energy ... -27046.76619 eV
LUMO level ... 0.11 eV
HOMO level ... -9.78 eV
Orbital gap ... 9.891 eV


The following is a DFT calculation (wB97M-V/def2-TZVPD) of a 10-piece molecular cluster, C5H28NO11 overall at a distorted geometry.

The geometry in XYZ format:
```
45
C5H28NO11 wB97M-V/def2-TZVPD
C 0.967 1.864 2.331
H 0.191 0.166 1.135
C 0.141 1.331 1.151
H -1.084 2.967 -1.216
H -0.583 -0.432 3.095
C 2.439 1.490 2.138
O -0.481 -4.287 1.107
H 3.871 0.364 -1.827
C -1.471 0.504 -0.869
O 4.351 -0.048 -1.150
H -0.260 4.294 -1.088
H -2.110 -1.613 1.761
H 3.037 1.648 3.078
H 0.027 -4.154 1.872
H 2.868 2.028 1.336
O 2.079 -0.940 -0.021
O -0.639 -0.553 -3.560
H -2.964 1.782 0.105
C -2.191 1.077 0.379
H -1.213 -3.590 1.111
H -2.670 0.304 0.898
H -1.308 2.781 1.013
O 1.469 0.422 -2.247
H -1.732 0.536 2.900
H 1.807 -1.840 -0.257
H -0.898 -0.958 -2.673
H 0.412 -3.693 -0.224
H -1.947 -1.700 0.302
H 0.588 1.465 3.267
H 0.096 -2.576 -1.302
H 3.678 -0.527 -0.586
O -1.536 -0.345 3.249
N -1.261 1.818 1.296
O -0.976 1.321 -1.656
H 0.627 1.694 0.232
H 0.733 0.922 -1.973
O -2.188 -2.251 1.072
O -1.414 -0.723 -0.992
H 0.865 2.925 2.450
H 1.065 -0.209 -2.934
H -0.912 0.351 -3.362
O -1.122 3.883 -0.874
H 2.497 0.389 1.843
H 1.785 -0.434 -0.782
O 0.838 -3.130 -0.931
```

Summary:
Energy ... -29656.55245 eV
LUMO level ... 2.93 eV
HOMO level ... -6.52 eV
Net charge ... -1
Orbital gap ... 9.459 eV


The following is a DFT calculation (wB97M-V/def2-TZVPD) of a 10-piece molecular cluster, C5H28NO11 overall at a distorted geometry.

The geometry in XYZ format:
```
45
C5H28NO11 wB97M-V/def2-TZVPD
O -1.053 1.566 -4.153
H 1.841 -1.211 -2.784
H -1.647 -1.008 4.367
H -1.023 -0.448 3.145
O -1.134 -1.313 3.619
H -3.378 -1.287 -0.642
O 0.875 -3.237 2.936
H -3.169 1.300 1.732
H 0.981 -4.237 -0.509
H 1.327 2.362 -1.559
O 0.158 2.620 -2.128
O -1.317 1.235 2.439
H 0.033 3.391 -2.686
H 3.022 1.959 0.655
H -1.955 -2.283 -1.021
H 0.116 -0.947 -1.800
H 1.402 -4.344 0.966
H 2.835 2.117 -1.822
H 0.884 2.639 0.012
H -1.318 1.740 -0.067
H 1.038 0.491 0.889
H -0.627 1.975 -3.336
H 3.912 0.818 1.175
H -1.969 1.428 -3.893
O 0.711 -1.403 0.855
H 3.256 -1.544 -2.317
O 0.355 2.606 0.834
H -2.070 0.299 -1.681
C -0.096 -0.223 -1.029
O 2.425 -1.947 -2.590
O 1.347 -4.846 0.141
C -2.314 -1.433 -0.440
C -1.611 -0.151 -0.805
H -2.489 -0.297 1.761
O 2.295 2.291 -1.034
H 1.346 -2.529 2.492
H -0.028 3.479 0.861
N -1.988 1.002 0.117
H -0.022 -2.875 3.055
C -2.277 0.723 1.488
H 0.170 0.703 -1.558
H -2.169 -1.757 0.587
C 0.625 -0.317 0.274
H -0.482 1.496 2.017
O 3.181 1.400 1.438
```

Summary:
Energy ... -29653.16293 eV
LUMO level ... 2.79 eV
HOMO level ... -5.90 eV
Net charge ... -1
Orbital gap ... 8.687 eV


The following is a DFT calculation (wB97M-V/def2-TZVPD) of a 9-piece molecular cluster, C5H28NO8S overall at a distorted geometry.

The geometry in XYZ format:
```
43
C5H28NO8S wB97M-V/def2-TZVPD
H -1.815 -2.660 0.330
O 3.800 0.520 -0.854
H 0.188 -1.040 3.027
H -2.663 -0.186 -2.019
C 0.442 -0.119 2.425
H 2.200 1.377 2.686
H 0.444 -2.263 -0.726
H -0.301 0.624 2.728
H -0.102 -0.808 -3.123
C 0.081 -0.191 0.947
H 1.760 -2.367 1.686
H -3.562 -0.705 1.754
H 3.239 1.102 -1.468
H -2.057 1.876 -0.575
O -2.986 1.828 -0.208
N 1.294 -0.669 0.214
S 1.569 0.881 -2.656
H -0.651 -0.967 0.887
O -2.700 -1.156 -2.274
O -1.397 -3.470 0.338
H 1.787 0.248 3.962
O -0.978 3.546 0.059
H -0.379 0.361 -1.700
H 1.926 0.231 0.246
H -0.409 -3.223 0.262
O 2.382 -2.866 1.255
H -0.242 4.058 -0.144
H 2.780 -2.372 0.621
O -1.012 2.524 -2.359
H -1.887 -1.571 -1.905
H -2.783 0.336 0.831
C 1.750 0.358 2.888
H 2.750 -0.170 2.641
H 1.946 -1.527 -1.463
H -0.221 2.159 -2.733
H -1.670 2.661 -3.064
H -1.043 2.989 -0.769
C 0.870 -1.273 -1.110
O -2.790 -0.506 1.163
H -2.954 2.421 0.608
C 0.296 -0.409 -2.134
H -0.231 0.778 0.636
H 3.327 -0.359 -0.911
```

Summary:
Energy ... -34343.69596 eV
LUMO level ... 2.67 eV
HOMO level ... -4.14 eV
Net charge ... -1
Orbital gap ... 6.811 eV


The following is a DFT calculation (wB97M-V/def2-TZVPD) of a 8-piece molecular cluster, C5H29N2O7 overall at a distorted geometry.

The geometry in XYZ format:
```
43
C5H29N2O7 wB97M-V/def2-TZVPD
H -4.572 0.303 -0.571
H -0.188 -0.570 -0.052
H 1.654 -0.758 -0.562
H 2.664 -0.851 -2.663
H 1.826 -0.598 2.570
H 3.078 0.849 -2.484
H -0.984 0.291 2.024
H -2.074 -1.187 -1.328
C -1.354 -0.520 -1.785
O 1.466 -1.051 3.345
N 1.903 0.162 -0.921
O 2.139 1.875 1.439
H 1.138 -3.253 -0.464
C 2.940 -0.074 -1.929
H -1.511 4.979 0.412
H 3.835 -0.507 -1.498
H 0.739 1.903 -0.888
H -0.583 4.197 1.329
H -1.739 1.775 2.020
H 0.641 -2.311 0.621
O -0.999 -2.112 2.168
H -1.807 0.169 -2.498
H -0.676 -4.154 -1.591
H -1.167 -3.052 2.299
H -4.612 1.810 -0.272
O 1.447 -2.716 0.283
O 0.162 -3.977 -2.028
H -1.087 2.107 -0.263
H -2.309 0.981 -0.019
H 2.184 -1.037 3.994
H 0.331 -4.681 -2.676
C -0.515 0.205 -0.739
H 2.878 1.884 2.055
C 0.721 0.901 -1.328
H -0.292 -1.903 2.796
O -4.072 1.120 -0.677
H -0.701 -1.168 -2.356
H 0.682 0.986 -2.413
H 2.455 1.772 0.531
O -1.403 4.114 0.827
N -1.308 1.176 0.077
H 0.017 1.677 1.709
C -0.947 1.241 1.505
```

Summary:
Energy ... -22962.93508 eV
LUMO level ... -2.39 eV
HOMO level ... -11.71 eV
Net charge ... +1
Orbital gap ... 9.324 eV


The following is a DFT calculation (wB97M-V/def2-TZVPD) of a 10-piece molecular cluster, C5H29NO10 overall at a distorted geometry.

The geometry in XYZ format:
```
45
C5H29NO10 wB97M-V/def2-TZVPD
H -2.702 -0.100 -1.833
H -0.220 0.101 -3.537
O 0.267 -3.151 -1.264
C -0.451 -1.030 1.339
H -0.003 1.532 -2.059
C -0.399 1.155 2.427
H 0.173 -3.125 -0.278
H -0.547 2.591 -1.094
H -3.829 -1.023 -1.567
O -3.586 -0.149 -1.704
H 0.017 -0.718 -0.729
H -1.264 -0.527 3.474
H -1.023 0.332 -0.344
H 0.916 2.268 3.746
H 2.075 0.523 1.830
O -1.271 -1.327 -2.527
O 1.468 -1.503 -3.000
H -1.106 1.872 2.784
H -2.147 -2.102 -0.818
H 2.128 -0.720 -3.419
H -1.006 -1.820 -1.830
H 4.029 1.870 -1.102
H -2.164 0.018 2.030
O -0.407 1.042 -3.581
O 1.693 3.399 1.114
H 0.495 0.726 4.433
H -2.959 -2.887 0.206
H -1.334 0.829 -3.578
N -0.600 -0.484 0.049
H -1.644 -2.003 -3.170
C -1.086 -0.180 2.375
H 1.919 -0.487 3.387
H 1.059 4.118 0.798
C 0.751 1.212 3.478
H 2.733 1.476 -0.507
O -2.710 -2.873 -0.665
H 1.113 2.743 1.551
H 0.186 1.416 1.561
O 0.011 -2.141 1.421
H 2.940 1.073 3.315
O 3.656 1.263 -0.532
C 2.016 0.594 3.015
H 0.865 -3.704 -1.720
H 2.042 -1.833 -2.374
O -0.091 1.734 -1.099
```

Summary:
SMILES string ... CCCCC(N)=O.O.O.O.O.O.O.O.O.O
Energy ... -27618.71053 eV
LUMO level ... 0.20 eV
HOMO level ... -9.98 eV
Orbital gap ... 10.177 eV


The following is a DFT calculation (wB97M-V/def2-TZVPD) of a 10-piece molecular cluster, C5H29NO11 overall at a distorted geometry.

The geometry in XYZ format:
```
46
C5H29NO11 wB97M-V/def2-TZVPD
H 2.690 -0.969 -2.015
H 2.562 -2.334 -1.559
H -0.050 -1.752 0.406
H -1.713 -3.086 -3.486
H -0.423 -3.763 -3.716
O -1.227 2.310 3.774
C -0.517 1.149 1.610
H 4.298 -0.234 -0.495
O 3.537 0.272 -0.296
H -3.818 -0.622 -3.178
H 3.414 0.923 -1.110
H -0.734 3.020 3.349
H 3.068 2.499 1.312
H 3.596 1.217 1.381
H -0.021 2.118 1.441
H -2.576 1.631 2.519
H -0.400 3.152 -1.074
O -0.943 -3.040 -4.076
H 1.114 -1.237 4.807
H -3.056 -0.720 -1.945
O 3.159 -1.768 -1.789
O -1.455 2.562 -2.808
H -1.566 -2.300 -0.632
H 0.524 -0.145 2.834
O 1.165 -2.221 4.661
N 0.626 0.161 1.953
O 3.584 1.876 1.903
H -0.601 0.360 -1.747
C -1.215 0.742 0.353
H -2.179 1.253 0.346
H 2.018 -2.506 4.483
H -1.360 -0.365 0.424
H 0.173 -3.299 0.809
H -1.400 0.376 3.385
O -3.393 -0.121 -2.620
H -2.238 1.983 -2.913
C -1.481 1.315 2.790
H -1.071 2.631 -3.692
H 1.590 0.407 1.629
C 0.247 2.247 -1.399
O -2.342 -2.134 -1.180
C -0.160 0.963 -0.805
H -3.188 -2.533 -0.739
O 0.007 -2.643 0.009
H 0.737 0.371 -0.570
O 1.020 2.253 -2.333
```

Summary:
SMILES string ... N[C@H](CO)CCC=O.O.O.O.O.O.O.O.O.O
Energy ... -29664.24572 eV
LUMO level ... 0.02 eV
HOMO level ... -9.63 eV
Orbital gap ... 9.656 eV


The following is a DFT calculation (wB97M-V/def2-TZVPD) of a 9-piece molecular cluster, C5H29NO9 overall at a distorted geometry.

The geometry in XYZ format:
```
44
C5H29NO9 wB97M-V/def2-TZVPD
H -2.943 -1.112 -0.696
O 1.899 1.979 -0.790
H -1.101 -1.428 2.735
H 3.305 -0.257 1.344
O 2.314 -1.155 -2.644
O 1.671 -2.576 2.253
O 2.126 3.418 1.511
H -2.127 -1.443 3.826
O -1.180 -1.375 3.678
H 0.828 0.565 2.890
H 1.173 -2.480 3.065
H 2.660 2.155 -1.349
H -0.560 -2.646 -2.834
H -0.444 2.007 0.042
H -2.521 -2.736 -1.742
O 0.857 1.202 2.172
H 0.760 1.419 -4.017
C -3.204 1.153 0.762
H 0.969 1.336 -2.427
C -0.620 -2.537 -1.762
H 0.180 -2.912 -1.139
H 1.837 -3.439 1.881
H 2.432 -0.348 -3.180
H -0.111 -0.794 -0.392
H -3.127 2.227 0.948
H -2.428 0.029 -1.906
H -0.198 -0.446 -2.004
O -1.813 -3.314 -1.461
H -3.165 0.853 1.823
H 2.490 -1.492 1.166
H 2.419 -0.918 -1.719
H -1.256 0.346 0.873
N -1.170 1.737 -0.597
O 2.545 -0.566 0.832
C -2.093 -0.470 -0.981
C -1.942 0.652 0.078
H 1.450 4.097 1.402
H 1.486 0.901 1.493
O 1.335 1.139 -3.303
C -0.720 -1.074 -1.265
H -1.706 2.385 -1.144
H 2.166 2.127 0.118
H -4.158 0.951 0.273
H 1.687 2.843 2.188
```

Summary:
SMILES string ... C[C@H](N)CCCO.O.O.O.O.O.O.O.O
Energy ... -25572.13260 eV
LUMO level ... 0.06 eV
HOMO level ... -8.65 eV
Orbital gap ... 8.705 eV


The following is a DFT calculation (wB97M-V/def2-TZVPD) of one molecule with the formula C5H2BrCl5O at a distorted geometry.

The geometry in XYZ format:
```
14
C5H2BrCl5O wB97M-V/def2-TZVPD
Cl 0.178 2.154 2.133
C -0.064 0.246 0.292
Cl 1.771 -0.763 -1.937
Cl 4.103 -0.739 1.538
Cl 2.118 -2.766 -0.042
Cl 4.192 1.089 -0.613
H -0.324 -0.199 -0.729
C 0.241 1.657 0.531
Br 1.312 2.671 -0.676
O 1.369 -0.684 1.841
C 3.622 -0.410 0.007
H -0.702 -0.159 1.004
C 2.239 -1.058 -0.317
C 1.251 -0.502 0.696
```

Summary:
Energy ... -139915.22767 eV
LUMO level (alpha / beta) ... -0.59 / -1.08 eV
HOMO level (alpha / beta) ... -8.53 / -8.02 eV
Orbital gap (alpha / beta) ... 7.944 / 6.936 eV


The following is a DFT calculation (wB97M-V/def2-TZVPD) of a 2-piece molecular cluster, C5H2ClN4O2 overall at a distorted geometry.

The geometry in XYZ format:
```
14
C5H2ClN4O2 wB97M-V/def2-TZVPD
H -0.526 0.694 -1.129
C -0.228 -0.392 0.635
N 3.174 2.143 1.097
N -2.611 -1.807 -1.521
C -1.687 -1.176 -1.233
O -1.094 0.117 2.665
O -1.834 1.171 0.897
Cl 0.727 -1.644 1.385
N -1.094 0.282 1.440
N 1.521 -1.364 -2.285
C -0.467 -0.455 -0.839
H 1.283 1.691 -0.145
C 2.186 1.753 0.644
C 0.651 -1.012 -1.613
```

Summary:
Energy ... -27791.80032 eV
LUMO level ... 3.30 eV
HOMO level ... -4.63 eV
Net charge ... -1
Orbital gap ... 7.929 eV


- Number 11 is which compound?
  C5H2BrCl5O


Please write out number 12 again, unchanged.
The following is a DFT calculation (wB97M-V/def2-TZVPD) of a 2-piece molecular cluster, C5H2ClN4O2 overall at a distorted geometry.

The geometry in XYZ format:
```
14
C5H2ClN4O2 wB97M-V/def2-TZVPD
H -0.526 0.694 -1.129
C -0.228 -0.392 0.635
N 3.174 2.143 1.097
N -2.611 -1.807 -1.521
C -1.687 -1.176 -1.233
O -1.094 0.117 2.665
O -1.834 1.171 0.897
Cl 0.727 -1.644 1.385
N -1.094 0.282 1.440
N 1.521 -1.364 -2.285
C -0.467 -0.455 -0.839
H 1.283 1.691 -0.145
C 2.186 1.753 0.644
C 0.651 -1.012 -1.613
```

Summary:
Energy ... -27791.80032 eV
LUMO level ... 3.30 eV
HOMO level ... -4.63 eV
Net charge ... -1
Orbital gap ... 7.929 eV